Entry 1:
2 unconnected molecules or ions with the total composition C4H9NO2, computed with ωB97M-V/def2-TZVPD.

Geometry as ORCA input:
```
! wB97M-V def2-TZVPD RIJCOSX def2/J DEFGRID3
* xyz 0 1
N -1.81 -1.02 1.36
C -2.09 -0.46 0.16
O -3.21 -0.16 -0.22
C -0.87 -0.13 -0.72
C 0.31 -1.07 -0.69
O 0.62 -1.78 0.25
H -2.61 -1.33 1.91
H -0.91 -1.45 1.51
H -0.48 0.85 -0.40
H -1.22 0.00 -1.74
H 0.93 -1.07 -1.61
C 2.27 1.52 0.04
H 1.59 2.17 0.61
H 1.97 1.53 -1.02
H 3.29 1.90 0.12
H 2.23 0.50 0.43
*
```

SMILES: NC(=O)CC=O.C
Relative energy (zero: lowest compared OMol25 entry of this formula, charge and spin) in eV: 0.8635



Entry 2:
9 unconnected molecules or ions with the total composition C36H99N9O9, computed with ωB97M-V/def2-TZVPD.

Geometry as ORCA input:
```
! wB97M-V def2-TZVPD RIJCOSX def2/J DEFGRID3
* xyz 0 1
C -5.70 1.97 3.88
O -5.87 1.07 2.81
C -4.63 0.60 2.31
C -4.87 0.00 0.92
C -3.56 -0.37 0.26
N -5.63 0.93 0.06
H -6.69 2.20 4.28
H -5.27 2.91 3.52
H -5.10 1.56 4.70
H -3.84 1.36 2.23
H -4.23 -0.17 2.98
H -5.51 -0.87 1.06
H -2.85 0.45 0.34
H -3.73 -0.48 -0.82
H -3.11 -1.33 0.53
H -5.01 1.72 -0.10
H -6.27 1.38 0.72
C 2.25 0.03 -2.65
O 1.85 0.44 -1.36
C 0.87 -0.47 -0.88
C 0.51 -0.18 0.56
C 0.19 1.27 0.86
N 1.72 -0.51 1.40
H 1.40 0.01 -3.35
H 2.72 -0.96 -2.63
H 2.93 0.81 -3.01
H -0.01 -0.46 -1.53
H 1.31 -1.47 -0.95
H -0.30 -0.82 0.93
H 0.08 1.49 1.92
H -0.81 1.52 0.47
H 0.94 1.96 0.48
H 2.53 -0.51 0.79
H 1.65 -1.47 1.71
C 1.69 3.50 -2.31
O 2.45 4.31 -3.19
C 2.82 3.63 -4.36
C 3.40 4.61 -5.37
C 3.96 3.93 -6.59
N 4.39 5.55 -4.81
H 1.02 4.13 -1.72
H 2.34 3.05 -1.55
H 1.19 2.69 -2.83
H 3.50 2.78 -4.16
H 1.90 3.24 -4.82
H 2.55 5.23 -5.65
H 4.75 3.21 -6.37
H 4.36 4.70 -7.26
H 3.21 3.41 -7.20
H 3.96 5.91 -3.96
H 5.16 4.99 -4.44
C -1.27 -2.80 -5.42
O -0.20 -2.18 -6.08
C -0.65 -1.34 -7.10
C 0.54 -0.69 -7.81
C 1.64 -0.22 -6.89
N 0.03 0.45 -8.60
H -1.93 -2.01 -5.01
H -0.92 -3.38 -4.58
H -1.92 -3.38 -6.08
H -1.27 -1.90 -7.83
H -1.36 -0.56 -6.81
H 0.94 -1.46 -8.49
H 1.51 0.81 -6.55
H 2.62 -0.30 -7.37
H 1.81 -0.95 -6.09
H 0.80 1.03 -8.91
H -0.46 0.08 -9.40
C -1.50 3.58 -3.09
O -2.14 4.29 -2.07
C -3.19 3.59 -1.44
C -3.79 4.51 -0.43
C -2.88 4.68 0.79
N -5.10 3.97 0.05
H -1.02 2.69 -2.66
H -0.74 4.22 -3.53
H -2.19 3.29 -3.89
H -3.90 3.20 -2.19
H -2.78 2.68 -0.96
H -3.98 5.50 -0.87
H -2.54 3.70 1.11
H -3.39 5.29 1.54
H -1.99 5.22 0.47
H -5.61 4.77 0.41
H -5.58 3.79 -0.84
C 1.54 -0.71 5.06
O 0.63 -1.79 4.94
C -0.56 -1.58 5.67
C -1.55 -0.64 4.97
C -2.98 -0.75 5.45
N -1.42 -0.70 3.52
H 1.16 0.23 4.65
H 2.43 -0.99 4.49
H 1.93 -0.61 6.08
H -0.99 -2.58 5.80
H -0.30 -1.27 6.69
H -1.27 0.37 5.30
H -3.50 0.13 5.08
H -3.06 -0.76 6.54
H -3.48 -1.62 5.02
H -2.02 -1.47 3.22
H -0.47 -0.97 3.29
C -0.24 -7.26 1.80
O -0.42 -5.94 2.23
C -1.77 -5.62 2.46
C -1.94 -4.10 2.42
C -3.34 -3.62 2.69
N -1.41 -3.58 1.14
H -0.83 -8.01 2.34
H 0.80 -7.56 1.94
H -0.49 -7.43 0.74
H -2.42 -6.03 1.68
H -2.10 -6.01 3.43
H -1.35 -3.70 3.25
H -3.54 -3.82 3.75
H -4.20 -4.02 2.15
H -3.49 -2.54 2.60
H -1.41 -4.37 0.49
H -0.40 -3.53 1.33
C 2.48 3.80 5.57
O 2.77 2.69 4.77
C 2.98 2.91 3.40
C 4.13 2.09 2.85
C 4.35 2.44 1.38
N 3.95 0.65 3.04
H 2.77 4.73 5.05
H 3.00 3.76 6.53
H 1.42 3.92 5.82
H 2.10 2.56 2.85
H 3.13 3.96 3.11
H 5.10 2.32 3.31
H 3.42 2.38 0.81
H 5.01 1.68 0.95
H 4.78 3.43 1.25
H 3.23 0.23 2.44
H 3.47 0.60 3.94
C 3.08 -4.97 -1.88
O 3.27 -4.17 -0.73
C 2.21 -4.29 0.16
C 2.61 -3.72 1.51
C 3.70 -4.49 2.25
N 1.39 -3.49 2.30
H 3.80 -4.72 -2.66
H 2.08 -4.79 -2.29
H 3.23 -6.03 -1.66
H 1.26 -3.85 -0.17
H 1.91 -5.34 0.30
H 3.09 -2.75 1.32
H 3.33 -5.46 2.59
H 4.12 -3.91 3.07
H 4.49 -4.75 1.54
H 1.09 -4.38 2.69
H 1.51 -2.89 3.11
*
```

SMILES: COC[C@H](C)N.COC[C@H](C)N.COC[C@H](C)N.COC[C@H](C)N.COC[C@H](C)N.COC[C@H](C)N.COC[C@H](C)N.COC[C@H](C)N.COC[C@H](C)N
Relative energy (zero: lowest compared OMol25 entry of this formula, charge and spin) in eV: 1.5526



Entry 3:
A molecular structure, C5H9N2, computed with ωB97M-V/def2-TZVPD.

Geometry as ORCA input:
```
! wB97M-V def2-TZVPD RIJCOSX def2/J DEFGRID3
* xyz 1 1
C -3.18 -0.31 0.75
C -3.52 -0.24 -1.25
C -2.38 -0.15 -0.33
C 1.12 -0.87 0.78
C 0.34 1.37 0.33
N -4.11 -0.68 -0.27
N 1.30 0.36 -0.05
H -3.19 -0.63 1.86
H -3.77 -0.15 -2.35
H 1.27 -1.77 0.22
H 1.79 -0.81 1.61
H 0.19 -0.93 1.29
H -0.03 2.00 -0.45
H 0.54 1.80 1.31
H 2.29 0.66 0.04
H 1.00 0.03 -0.95
*
```

Relative energy (zero: lowest compared OMol25 entry of this formula, charge and spin) in eV: 10.8678